Entry 1:
Computed, not measured: a 2-piece molecular cluster, C4H10S2 overall at a distorted geometry, with the ωB97M-V functional and the def2-TZVPD basis.

XYZ file:
```
16
Properties=species:S:1:pos:R:3:mulliken_charge:R:1
S 1.188 1.090 -1.548 0.3363
S -0.002 1.921 -0.062 0.1831
C -1.289 -2.032 1.047 0.0371
C -0.372 -2.072 0.094 -0.8340
C -2.487 -1.124 0.887 -0.9003
C 2.687 2.099 -1.151 -0.9125
H -1.380 -2.815 1.797 0.3544
H -3.396 -1.510 1.362 0.3327
H 0.820 2.938 0.034 0.2415
H 2.583 3.104 -0.699 0.3628
H 3.246 1.556 -0.381 0.4302
H -2.147 -0.195 1.375 0.1458
H -2.757 -0.897 -0.151 0.2878
H 0.540 -2.618 0.338 0.2306
H 3.317 2.313 -2.012 0.3241
H -0.551 -1.759 -0.931 0.3803
```

Energy above the lowest of the compared OMol25 structures with the same formula, charge and spin ... 53.32 kcal per mole
Total charge ... +1
Total energy ... -25970.510 eV
Spin multiplicity ... 2
HOMO (spin up / spin down) ... -12.48 / -12.46 eV

Entry 2:
Computed, not measured: C41H41BN7O2RuSi as an isolated structure at a distorted geometry, with the ωB97M-V functional and the def2-TZVPD basis.

XYZ file:
```
94
Properties=species:S:1:pos:R:3:mulliken_charge:R:1
Ru 0.268 0.776 -0.294 -0.8654
Si -1.639 2.084 -0.015 1.2350
O 3.083 -0.992 -0.139 -0.4945
O 2.167 3.514 -0.529 -0.6021
N -2.512 -1.903 0.198 -0.2386
N 0.293 -0.569 1.287 2.2441
N 0.709 -2.388 -1.088 0.8625
N -1.750 -2.958 -0.211 0.5005
N 0.232 -1.992 1.209 -0.6490
N 2.264 1.158 -0.282 1.6568
N 0.484 -1.089 -1.459 0.2004
C 1.514 3.266 3.881 -0.7521
C -6.892 0.612 0.221 -0.2950
C -1.034 3.873 -0.309 -1.2915
C -3.801 -3.429 -0.849 -1.0215
C 0.930 1.025 3.276 0.5639
C -5.998 -1.358 -0.774 -0.5909
C -7.031 -0.390 -0.731 -0.7521
C 6.903 1.578 0.032 -0.6018
C 1.486 2.221 2.931 0.3522
C 0.822 -2.543 2.282 0.7702
C -2.507 -3.939 -0.799 0.6018
C -0.092 2.477 -3.537 -0.3870
C 2.183 -4.318 -1.786 -1.4042
C -2.020 -5.318 -1.153 -1.2299
C -3.771 -2.227 -0.078 0.1067
C 0.746 2.772 -4.660 -0.8718
C 1.080 3.099 5.184 -0.6422
C 1.665 -2.917 -1.901 0.8951
C -3.142 1.760 -1.160 -1.0189
C 4.267 2.352 -0.312 0.3212
C 1.710 1.863 -5.058 -0.6729
C 1.036 0.379 -3.282 0.9752
C 2.034 -2.001 -2.846 -1.4221
C 5.256 3.276 -0.445 -0.4217
C 2.813 2.508 -0.434 -0.6833
C -4.830 -0.291 1.074 0.2194
C 5.874 0.617 0.075 -0.2044
C -4.873 -1.238 0.081 0.5520
C 0.463 1.859 5.512 -0.6350
C 0.449 0.845 4.606 -0.9858
C -5.834 0.651 1.136 -0.6322
C 0.065 1.299 -2.818 1.4869
C 0.913 -3.995 2.496 -1.5292
C 1.222 -0.827 -2.589 0.2775
C 1.152 -1.485 3.154 -1.0946
C -2.123 2.121 1.842 -1.1518
C 0.807 -0.286 2.562 -0.9365
C 6.599 2.907 -0.272 -0.5267
C 4.558 1.003 -0.127 0.0141
C 1.878 0.671 -4.393 -1.0215
C 3.283 0.220 -0.187 -0.4262
B -0.206 -2.938 0.041 -0.5870
H 4.960 4.316 -0.681 0.4394
H -3.913 -0.357 1.711 0.2681
H -5.800 1.435 1.899 0.3613
H -0.144 4.102 0.291 0.2121
H 1.509 -4.475 1.720 0.2285
H 6.097 -0.435 0.252 0.4813
H -0.007 1.634 6.466 0.3838
H -1.114 -5.312 -1.788 0.1718
H 1.304 3.864 5.922 0.3958
H -4.055 2.132 -0.686 0.3753
H -2.984 2.267 -2.130 0.3845
H -0.067 -4.479 2.526 0.2404
H 1.430 -5.121 -1.875 0.1743
H -4.664 -3.921 -1.374 0.2687
H 2.692 -0.029 -4.575 0.3613
H 2.413 2.045 -5.865 0.4029
H -0.568 0.876 -1.975 -0.6639
H -2.770 -5.876 -1.758 0.3646
H 7.381 3.635 -0.429 0.4287
H 1.865 2.407 1.936 0.7090
H -7.695 1.324 0.296 0.3892
H 2.841 -2.178 -3.557 0.3616
H -1.800 -5.914 -0.250 0.2058
H -1.839 4.617 -0.076 0.4351
H -0.720 4.017 -1.338 0.2838
H -3.327 0.668 -1.388 0.1232
H 1.460 -4.110 3.421 0.4067
H -3.140 2.499 1.959 0.4896
H 0.631 3.718 -5.224 0.3862
H -7.878 -0.452 -1.402 0.4250
H -0.026 -0.119 4.810 0.3772
H 2.925 -4.518 -2.557 0.4053
H -0.973 3.072 -3.302 0.2932
H -2.025 1.190 2.431 0.1748
H 7.922 1.263 0.196 0.4313
H 0.102 -4.104 0.039 -0.1221
H 1.614 -1.558 4.150 0.5962
H 2.593 -4.473 -0.786 0.2773
H 2.082 4.196 3.624 0.3592
H -1.511 2.930 2.295 0.2671
H -5.954 -2.170 -1.492 0.2504
```

Total charge ... 0
Total energy ... -68843.052 eV
Spin multiplicity ... 6
HOMO (spin up / spin down) ... -6.65 / -7.87 eV

Entry 3:
Computed, not measured: a 2-piece molecular cluster, C2H3NO2S overall at a distorted geometry, with the ωB97M-V functional and the def2-TZVPD basis.

XYZ file:
```
9
Properties=species:S:1:pos:R:3:mulliken_charge:R:1
S 1.278 0.705 2.599 0.7293
O 0.367 0.309 3.594 -0.3996
O 2.358 -0.189 2.369 -0.4085
N 0.394 0.907 -1.581 -0.4433
C -0.421 0.293 0.701 -1.2551
C -0.071 0.579 -0.515 0.8492
H -0.729 1.189 1.367 0.3511
H -0.073 0.980 -2.509 0.2994
H -0.899 -0.731 0.988 0.2775
```

Energy above the lowest of the compared OMol25 structures with the same formula, charge and spin ... 69.38 kcal per mole
Total charge ... 0
Total energy ... -18540.444 eV
HOMO ... -9.42 eV